(1)
Density functional theory data (ωB97M-V/def2-TZVPD) for a 9-piece molecular cluster, C44H85F17N11O13P2S overall.

```
173
C44H85F17N11O13P2S, DFT ωB97M-V/def2-TZVPD
C 3.86 1.07 2.94
O 3.10 0.26 2.05
C 1.77 0.06 2.44
C 0.97 -0.60 1.28
C 1.93 -1.59 0.58
C 2.59 -2.59 1.53
C 3.62 -3.46 0.83
F 4.86 -3.22 1.34
F 3.70 -3.24 -0.51
C 3.40 -4.99 1.02
F 4.52 -5.63 0.66
F 3.19 -5.25 2.32
C 2.23 -5.57 0.14
F 2.75 -5.95 -1.02
F 1.32 -4.61 -0.13
C 1.53 -6.86 0.72
F 1.01 -7.51 -0.30
F 2.46 -7.62 1.29
S 0.08 -6.62 1.96
F 0.90 -7.21 3.17
F -0.46 -8.06 1.61
F -0.79 -5.99 0.77
F 0.58 -5.16 2.36
F -1.16 -6.41 2.92
C -0.18 -1.39 1.95
C -0.95 -2.37 1.03
P -2.77 -2.42 1.12
O -3.29 -2.46 2.49
O -3.12 -3.69 0.21
O -3.35 -1.23 0.23
N -1.06 -0.47 2.66
C -1.49 0.60 1.95
N -2.38 1.42 2.49
C -3.00 2.58 1.86
C -4.40 2.86 2.42
C -5.34 1.67 2.44
F -6.58 2.06 2.10
F -4.98 0.70 1.59
F -5.42 1.11 3.66
N -1.08 0.72 0.67
C 0.36 0.45 0.27
C 0.39 -0.07 -1.19
C -0.49 0.65 -2.18
O -0.21 1.24 -3.14
F -1.83 0.50 -1.85
P 1.32 2.08 0.30
C 0.35 3.40 1.11
C 1.83 2.64 -1.35
H 3.23 1.82 3.42
H 4.33 0.46 3.71
H 4.63 1.57 2.36
H 1.29 0.99 2.78
H 1.75 -0.63 3.30
H 2.71 -1.01 0.07
H 1.40 -2.16 -0.18
H 3.12 -2.08 2.34
H 1.84 -3.24 1.98
H 0.27 -2.01 2.73
H -0.67 -2.26 -0.02
H -0.69 -3.39 1.30
H -2.77 -4.50 0.61
H -2.90 -1.11 -0.61
H -0.74 -0.23 3.60
H -2.69 1.18 3.43
H -2.40 3.48 2.03
H -3.07 2.44 0.78
H -4.84 3.64 1.80
H -4.31 3.27 3.43
H -1.39 1.59 0.25
H 1.41 -0.03 -1.56
H 0.08 -1.12 -1.24
H -0.57 3.71 0.60
H 0.99 4.28 1.13
H 0.09 3.11 2.13
H 2.34 1.83 -1.86
H 2.57 3.41 -1.13
H 1.07 3.10 -1.99
C 1.01 -4.35 6.00
C 0.27 -3.10 5.62
O 0.85 -2.14 5.12
N -1.06 -3.06 5.85
C -1.91 -4.09 6.42
H 2.06 -4.22 5.76
H 0.92 -4.55 7.07
H 0.62 -5.22 5.46
H -1.51 -2.20 5.57
H -2.68 -4.39 5.71
H -2.40 -3.73 7.32
H -1.32 -4.96 6.67
C -3.95 4.47 -5.04
C -3.05 3.56 -4.23
O -2.18 3.99 -3.50
N -3.26 2.22 -4.34
C -4.25 1.52 -5.14
H -3.66 5.49 -4.84
H -3.85 4.27 -6.11
H -5.00 4.33 -4.76
H -2.62 1.68 -3.78
H -4.90 0.92 -4.51
H -3.77 0.85 -5.85
H -4.87 2.22 -5.69
C 5.87 0.95 -3.09
C 5.28 0.40 -1.81
O 4.18 0.77 -1.39
N 5.99 -0.51 -1.12
C 7.32 -1.03 -1.37
H 5.18 1.66 -3.51
H 6.82 1.45 -2.88
H 6.05 0.15 -3.81
H 5.52 -0.83 -0.29
H 7.28 -2.12 -1.49
H 7.95 -0.80 -0.52
H 7.76 -0.60 -2.26
C -6.10 -1.85 -3.88
C -6.08 -1.73 -5.38
O -6.41 -0.70 -5.95
N -5.68 -2.82 -6.09
C -5.27 -4.11 -5.59
H -6.44 -0.90 -3.47
H -6.78 -2.64 -3.55
H -5.10 -2.07 -3.49
H -5.69 -2.68 -7.09
H -4.25 -4.34 -5.90
H -5.92 -4.90 -5.97
H -5.31 -4.13 -4.51
C 10.10 -3.86 -0.90
C 10.70 -2.56 -1.39
O 10.57 -1.51 -0.78
N 11.40 -2.60 -2.56
C 11.66 -3.74 -3.41
H 9.59 -3.65 0.04
H 9.39 -4.26 -1.62
H 10.88 -4.60 -0.72
H 11.77 -1.70 -2.83
H 12.73 -3.91 -3.51
H 11.25 -3.57 -4.41
H 11.20 -4.63 -3.00
C 8.64 1.09 1.79
C 7.97 0.50 3.01
O 6.82 0.80 3.32
N 8.68 -0.39 3.75
C 10.03 -0.86 3.52
H 7.95 1.77 1.31
H 9.55 1.64 2.06
H 8.92 0.29 1.10
H 8.18 -0.74 4.55
H 10.04 -1.94 3.38
H 10.68 -0.62 4.36
H 10.45 -0.41 2.62
C -7.09 5.20 3.01
C -6.51 5.97 1.84
O -5.31 6.21 1.78
N -7.36 6.34 0.86
C -8.79 6.12 0.76
H -6.27 4.99 3.69
H -7.85 5.77 3.55
H -7.52 4.26 2.68
H -6.91 6.84 0.11
H -9.03 5.54 -0.13
H -9.32 7.07 0.69
H -9.15 5.58 1.63
C -10.04 9.05 -3.82
C -9.72 7.89 -2.92
O -10.21 7.78 -1.81
N -8.85 6.95 -3.39
C -8.18 6.92 -4.68
H -10.74 9.70 -3.30
H -9.14 9.62 -4.06
H -10.50 8.71 -4.75
H -8.68 6.19 -2.75
H -8.45 6.03 -5.24
H -7.09 6.92 -4.54
H -8.45 7.79 -5.26
```

Output
Total charge   +1
Molar mass   1393.209 g mol⁻¹
HOMO level   -9.711 eV
Electronic energy   -165626.02647 eV

(2)
Density functional theory data (ωB97M-V/def2-TZVPD) for C4H7NO as an isolated structure.

```
13
C4H7NO, DFT ωB97M-V/def2-TZVPD
C 1.32 -0.86 0.78
N -0.14 -0.62 0.72
H -0.58 -0.77 1.63
H -0.69 -0.90 -0.60
H 1.49 -1.88 1.09
H 1.72 -0.71 -0.22
H 1.80 -0.16 1.47
C -0.76 0.12 -1.57
C -0.54 0.65 0.13
C -0.84 1.80 0.55
O 0.19 0.11 -2.34
H -1.76 0.45 -1.91
H -1.21 2.76 0.27
```

Output
Total charge   0
Energy relative to the best compared isomer or geometry (same formula, charge and spin)   165.5 kcal/mol
Molar mass   85.106 g mol⁻¹
HOMO level (spin up / spin down)   -7.946 / -7.859 eV
Electronic energy   -7792.46565 eV

(3)
Density functional theory data (ωB97M-V/def2-TZVPD) for CH8FeO7 as an isolated structure.

```
17
CH8FeO7, DFT ωB97M-V/def2-TZVPD
Fe -0.04 -0.19 0.06
C 1.35 -1.75 1.49
O 1.77 -0.60 1.06
O 0.20 -2.02 0.96
O 1.91 -2.50 2.32
O 0.88 -0.67 -1.78
H 1.83 -0.52 -1.84
H 0.66 -1.20 -2.56
O 0.33 1.81 -0.39
H 0.24 2.62 0.11
H 0.56 2.09 -1.29
O -1.12 0.79 1.63
H -0.63 0.81 2.46
H -1.77 1.51 1.70
O -1.79 -0.03 -1.03
H -1.73 -0.55 -1.84
H -2.66 0.39 -1.06
```

Output
Total charge   0
Spin multiplicity   5
Energy relative to the best compared isomer or geometry (same formula, charge and spin)   9.2 kcal/mol
Molar mass   187.913 g mol⁻¹
HOMO level (spin up / spin down)   -6.333 / -6.664 eV
Electronic energy   -49886.50316 eV
⟨S²⟩   6.01

(4)
Density functional theory data (ωB97M-V/def2-TZVPD) for C30H35FN5O2S2SiTi as an isolated structure.

```
77
C30H35FN5O2S2SiTi, DFT ωB97M-V/def2-TZVPD
Ti -0.04 -0.64 -0.09
C 4.31 -0.06 -0.65
C 2.83 -0.10 -0.94
N 1.94 -0.14 0.10
N 2.56 0.03 1.30
C 1.84 -0.11 2.35
S 0.16 -0.50 2.37
S 2.69 0.09 3.91
C 3.00 -1.68 4.24
C 4.07 -2.27 3.37
C 3.71 -2.94 2.20
C 4.69 -3.45 1.36
C 6.03 -3.31 1.68
C 6.39 -2.64 2.84
C 5.42 -2.13 3.68
C 2.43 -0.10 -2.31
C 3.40 0.01 -3.34
C 3.07 0.01 -4.68
C 1.74 -0.11 -5.08
C 0.76 -0.20 -4.11
C 1.09 -0.19 -2.76
O 0.11 -0.27 -1.87
H 4.51 -0.29 0.39
H 4.74 0.92 -0.87
H 4.84 -0.79 -1.28
H 2.05 -2.20 4.07
H 3.25 -1.78 5.30
H 2.66 -3.04 1.94
H 4.39 -3.95 0.45
H 6.79 -3.70 1.02
H 7.44 -2.52 3.09
H 5.70 -1.59 4.58
H 4.45 0.12 -3.08
H 3.86 0.09 -5.42
H 1.48 -0.12 -6.13
H -0.29 -0.27 -4.37
C -2.71 -3.07 0.27
Si -3.36 -1.32 0.17
C -4.45 -1.27 -1.38
C -4.43 -1.10 1.72
N -2.07 -0.16 0.10
C -2.41 1.19 0.05
C -3.71 1.71 0.01
C -3.96 3.08 -0.05
C -2.93 4.00 -0.09
C -1.62 3.52 -0.05
C -1.41 2.17 0.02
F -0.12 1.72 0.07
H -3.58 -3.73 0.35
H -2.05 -3.25 1.12
H -2.16 -3.34 -0.63
H -5.07 -2.17 -1.41
H -3.82 -1.27 -2.26
H -5.11 -0.41 -1.44
H -5.05 -1.99 1.86
H -5.08 -0.24 1.70
H -3.78 -1.01 2.59
H -4.55 1.05 0.04
H -4.99 3.42 -0.08
H -3.12 5.06 -0.14
H -0.76 4.18 -0.06
N 0.29 -2.53 -0.23
C 0.84 -3.52 0.23
N 0.69 -4.84 -0.02
C 1.49 -5.83 0.66
C 0.58 -6.99 1.07
O -0.09 -7.52 -0.06
C -0.90 -6.54 -0.69
C -0.06 -5.36 -1.16
H 1.95 -5.37 1.53
H 2.28 -6.21 0.00
H -0.15 -6.63 1.80
H 1.16 -7.80 1.50
H -1.67 -6.18 0.01
H -1.38 -7.03 -1.53
H -0.68 -4.56 -1.56
H 0.64 -5.68 -1.94
```

Output
Total charge   -1
Spin multiplicity   3
Energy relative to the best compared isomer or geometry (same formula, charge and spin)   0.0 kcal/mol
Molar mass   656.728 g mol⁻¹
HOMO level (spin up / spin down)   -2.379 / -4.785 eV
Electronic energy   -98608.67700 eV
⟨S²⟩   2.04